# 1
{"formula": "C38H22F9IN5NiPS", "method": "the ωB97M-V functional and the def2-TZVPD basis", "homo_energy_ev": [-14.44, -14.44], "e_above_lowest_ev": 0.000, "gap_ev": [7.08, 7.08], "lumo_ev": [-7.36, -7.36], "max_force_ev_per_a": 1.2, "e_tot_ev": -140928.6772, "charge": 2, "elements": ["Ni", "S", "N", "C", "C", "C", "C", "C", "N", "C", "C", "N", "C", "C", "C", "C", "C", "N", "H", "H", "H", "H", "H", "H", "F", "C", "F", "F", "C", "C", "C", "C", "C", "C", "P", "C", "C", "C", "C", "C", "C", "C", "F", "F", "F", "C", "C", "C", "C", "C", "C", "C", "F", "F", "F", "H", "H", "H", "H", "H", "H", "H", "H", "H", "H", "H", "H", "I", "C", "C", "C", "C", "N", "C", "H", "H", "H", "H"], "coordinates": [[-0.338, -1.832, -0.386], [5.335, -1.996, 4.312], [5.314, -1.829, 2.717], [4.067, -2.005, 2.323], [3.592, -1.963, 0.963], [4.424, -1.886, -0.162], [3.854, -1.888, -1.416], [2.466, -1.892, -1.530], [1.669, -1.969, -0.473], [2.212, -2.061, 0.764], [1.311, -2.364, 1.857], [0.016, -2.545, 1.536], [-0.820, -2.986, 2.466], [-0.428, -3.210, 3.785], [0.874, -2.947, 4.147], [1.778, -2.526, 3.166], [3.176, -2.280, 3.405], [3.783, -2.299, 4.577], [5.496, -1.849, -0.015], [4.464, -1.870, -2.308], [1.994, -1.821, -2.501], [-1.843, -3.171, 2.165], [-1.141, -3.593, 4.501], [1.225, -3.070, 5.164], [2.759, 1.221, -6.547], [2.286, 2.297, -5.893], [1.460, 2.951, -6.711], [3.329, 3.095, -5.620], [1.599, 1.865, -4.619], [2.369, 1.247, -3.640], [1.770, 0.817, -2.473], [0.400, 1.012, -2.268], [-0.359, 1.631, -3.257], [0.242, 2.059, -4.433], [-0.339, 0.438, -0.706], [0.657, 1.190, 0.616], [1.622, 2.167, 0.383], [2.413, 2.622, 1.428], [2.247, 2.092, 2.698], [1.241, 1.171, 2.958], [0.445, 0.729, 1.918], [3.156, 2.519, 3.826], [4.324, 2.982, 3.367], [2.589, 3.474, 4.569], [3.418, 1.471, 4.634], [-1.968, 1.236, -0.603], [-2.999, 0.805, -1.442], [-4.239, 1.417, -1.394], [-4.453, 2.458, -0.499], [-3.436, 2.900, 0.332], [-2.194, 2.287, 0.284], [-5.827, 3.078, -0.386], [-5.757, 4.377, -0.090], [-6.525, 2.938, -1.519], [-6.524, 2.472, 0.597], [3.433, 1.118, -3.796], [2.373, 0.348, -1.706], [-1.415, 1.804, -3.116], [-0.346, 2.550, -5.195], [1.765, 2.578, -0.606], [3.167, 3.377, 1.248], [1.095, 0.794, 3.962], [-0.357, 0.028, 2.113], [-2.826, 0.003, -2.151], [-5.033, 1.102, -2.057], [-3.604, 3.734, 1.001], [-1.398, 2.646, 0.922], [-5.655, -1.337, 2.069], [-4.473, -2.029, 0.486], [-5.019, -2.750, -0.570], [-4.176, -3.183, -1.583], [-2.826, -2.894, -1.513], [-2.308, -2.199, -0.495], [-3.117, -1.760, 0.477], [-6.079, -2.965, -0.601], [-4.565, -3.741, -2.423], [-2.151, -3.226, -2.291], [-2.669, -1.165, 1.262]], "mulliken_charge": [-0.41, 0.23, -0.66, 0.80, 0.67, -0.50, -0.74, -0.77, -0.16, 0.44, -0.65, -0.33, -0.35, -0.94, -0.71, 0.87, 0.82, -0.65, 0.61, 0.51, 0.73, 0.60, 0.50, 0.59, -0.24, 0.81, -0.26, -0.25, -0.07, -1.40, -0.59, 0.35, -0.90, -1.00, 1.84, 0.36, -0.59, -1.00, 0.11, -0.85, -0.10, 0.75, -0.27, -0.25, -0.23, 0.71, -0.54, -1.06, -0.05, -1.11, -0.53, 0.80, -0.25, -0.26, -0.23, 0.49, 1.22, 0.42, 0.54, 0.66, 0.55, 0.57, 0.29, 0.86, 0.53, 0.49, 0.51, 0.19, -0.90, -0.12, -0.90, -0.26, 0.43, -0.07, 0.49, 0.48, 0.47, 0.84]}

# 2
{"formula": "C38H24CrIN3O7PS", "method": "the ωB97M-V functional and the def2-TZVPD basis", "multiplicity": 2, "homo_energy_ev": [-8.48, -8.26], "e_above_lowest_ev": 0.000, "gap_ev": [7.78, 7.65], "lumo_ev": [-0.70, -0.60], "max_force_ev_per_a": 0.7, "e_tot_ev": -115239.2295, "elements": ["Cr", "I", "C", "C", "C", "C", "C", "C", "C", "C", "C", "P", "C", "C", "C", "C", "C", "C", "C", "C", "C", "C", "C", "C", "C", "H", "H", "H", "H", "H", "H", "H", "H", "H", "H", "H", "H", "H", "H", "H", "H", "S", "C", "C", "C", "C", "C", "C", "C", "C", "C", "N", "H", "H", "H", "H", "H", "H", "O", "C", "O", "C", "C", "C", "C", "C", "C", "O", "N", "O", "O", "N", "O", "O", "H", "H"], "coordinates": [[-0.047, -1.299, -0.158], [-3.375, 1.149, -2.118], [-3.942, 1.695, -0.193], [-5.253, 1.493, 0.138], [-5.813, 2.134, 1.263], [-5.067, 3.051, 1.941], [-3.711, 3.281, 1.600], [-2.995, 4.331, 2.228], [-1.707, 4.593, 1.876], [-1.037, 3.700, 1.013], [-1.668, 2.629, 0.427], [-0.539, 1.291, -0.189], [0.923, 1.608, 0.852], [2.118, 2.090, 0.339], [3.192, 2.333, 1.184], [3.062, 2.116, 2.548], [1.861, 1.649, 3.068], [0.796, 1.387, 2.223], [-0.003, 1.651, -1.872], [0.126, 2.921, -2.419], [0.527, 3.070, -3.738], [0.791, 1.953, -4.519], [0.632, 0.677, -3.990], [0.226, 0.538, -2.675], [-3.082, 2.500, 0.600], [-5.881, 0.888, -0.501], [-6.847, 1.955, 1.523], [-5.500, 3.636, 2.742], [-3.506, 4.934, 2.967], [-1.165, 5.419, 2.315], [0.031, 3.827, 0.897], [2.223, 2.264, -0.722], [4.127, 2.687, 0.770], [3.898, 2.309, 3.208], [1.757, 1.473, 4.131], [-0.131, 1.003, 2.633], [-0.086, 3.797, -1.816], [0.630, 4.062, -4.158], [1.111, 2.075, -5.545], [0.819, -0.199, -4.596], [0.058, -0.476, -2.294], [-1.454, -2.558, 3.849], [0.206, -2.164, 4.022], [0.764, -1.734, 2.856], [-0.166, -1.712, 1.773], [-1.400, -2.145, 2.186], [-2.435, -2.338, 1.190], [-3.657, -2.975, 1.374], [-4.447, -3.229, 0.271], [-4.003, -2.852, -0.990], [-2.798, -2.188, -1.086], [-2.044, -1.907, -0.024], [0.682, -2.271, 4.983], [1.799, -1.437, 2.773], [-3.950, -3.301, 2.363], [-5.391, -3.743, 0.387], [-4.577, -3.064, -1.880], [-2.401, -1.879, -2.043], [0.891, -5.039, -1.163], [1.085, -3.852, -1.035], [0.085, -3.000, -0.901], [2.468, -3.286, -1.071], [3.506, -4.166, -1.336], [4.798, -3.695, -1.447], [5.084, -2.343, -1.372], [4.041, -1.477, -1.150], [2.719, -1.906, -0.894], [1.826, -1.073, -0.466], [4.351, -0.048, -1.253], [3.567, 0.644, -1.872], [5.399, 0.344, -0.778], [5.897, -4.633, -1.699], [7.020, -4.175, -1.773], [5.617, -5.807, -1.818], [3.279, -5.217, -1.448], [6.088, -1.972, -1.511]], "mulliken_spin": [1.09, 0.00, 0.00, 0.00, 0.00, 0.00, 0.00, 0.00, 0.00, 0.00, 0.00, 0.00, -0.02, 0.00, 0.00, 0.00, 0.00, 0.00, -0.02, 0.00, 0.00, 0.00, 0.00, 0.01, 0.00, 0.00, 0.00, 0.00, 0.00, 0.00, 0.00, 0.00, 0.00, 0.00, 0.00, 0.00, 0.00, 0.00, 0.00, 0.00, -0.01, 0.01, -0.01, 0.01, -0.09, 0.02, 0.00, 0.00, 0.00, 0.00, 0.00, -0.04, 0.00, 0.00, 0.00, 0.00, 0.00, 0.00, 0.00, 0.00, 0.06, 0.00, 0.00, 0.00, 0.00, 0.00, 0.00, -0.04, 0.00, 0.00, 0.00, 0.00, 0.00, 0.00, 0.00, 0.00]}

# 3
{"formula": "C38H24N9Ta", "method": "the ωB97M-V functional and the def2-TZVPD basis", "homo_energy_ev": [-12.20, -12.21], "gap_ev": [4.47, 4.50], "lumo_ev": [-7.72, -7.71], "max_force_ev_per_a": 1.1, "e_tot_ev": -54748.0972, "charge": 2, "elements": ["Ta", "C", "C", "C", "C", "C", "N", "C", "N", "C", "C", "C", "C", "C", "C", "C", "C", "N", "C", "N", "C", "N", "C", "N", "C", "N", "C", "C", "C", "C", "C", "C", "C", "C", "C", "C", "C", "C", "N", "C", "C", "H", "H", "H", "H", "H", "H", "H", "H", "H", "H", "H", "H", "H", "H", "H", "H", "C", "C", "C", "C", "C", "C", "N", "H", "H", "H", "H", "H", "H", "H", "H"], "coordinates": [[-0.019, -0.267, -0.292], [-6.202, -2.757, 0.396], [-5.574, -3.691, 1.234], [-4.213, -3.646, 1.473], [-3.492, -2.638, 0.844], [-2.101, -2.282, 0.889], [-1.859, -1.198, 0.054], [-3.098, -0.799, -0.440], [-3.318, 0.274, -1.154], [-2.458, 1.243, -1.325], [-2.726, 2.406, -2.133], [-3.827, 2.750, -2.904], [-3.791, 3.980, -3.540], [-2.695, 4.842, -3.403], [-1.602, 4.503, -2.624], [-1.634, 3.267, -1.993], [-0.692, 2.612, -1.122], [0.459, 3.146, -0.778], [1.344, 2.553, -0.019], [1.293, 1.236, 0.411], [2.340, 1.064, 1.299], [2.573, -0.007, 2.016], [1.748, -1.023, 2.104], [0.494, -1.142, 1.508], [-0.025, -2.386, 1.909], [-1.210, -2.868, 1.651], [0.940, -3.061, 2.742], [0.894, -4.291, 3.381], [1.992, -4.640, 4.151], [3.092, -3.784, 4.288], [3.131, -2.550, 3.659], [2.036, -2.206, 2.879], [3.136, 2.268, 1.361], [4.293, 2.577, 2.059], [4.808, 3.853, 1.889], [4.181, 4.790, 1.059], [3.016, 4.484, 0.371], [2.509, 3.204, 0.533], [-1.191, 1.374, -0.726], [-4.120, -1.706, 0.008], [-5.488, -1.750, -0.228], [-7.269, -2.830, 0.242], [-6.175, -4.458, 1.702], [-3.725, -4.362, 2.121], [-4.674, 2.084, -3.001], [-4.624, 4.289, -4.156], [-2.710, 5.793, -3.917], [-0.758, 5.168, -2.503], [0.039, -4.944, 3.279], [2.004, -5.592, 4.663], [3.925, -4.097, 4.901], [3.972, -1.880, 3.767], [4.770, 1.852, 2.704], [5.712, 4.138, 2.409], [4.617, 5.774, 0.958], [2.524, 5.206, -0.265], [-5.969, -1.027, -0.872], [0.056, 0.606, -3.600], [1.148, -0.007, -2.776], [2.507, 0.137, -2.884], [3.120, -0.819, -2.043], [2.132, -1.542, -1.426], [2.234, -2.805, -0.624], [0.876, -1.041, -1.848], [0.259, 0.432, -4.657], [-0.019, 1.685, -3.465], [-0.908, 0.143, -3.381], [3.010, 0.814, -3.556], [4.178, -1.008, -1.953], [2.808, -3.544, -1.183], [1.248, -3.238, -0.445], [2.746, -2.660, 0.327]], "mulliken_charge": [0.45, -0.67, -0.68, -0.30, 0.40, 0.22, -0.28, 0.24, -0.54, -0.23, 0.80, -0.29, -0.68, -0.68, -0.33, 0.65, -0.42, -0.49, 0.29, -0.28, 0.39, -0.49, -0.41, -0.20, -0.25, -0.53, 0.83, -0.28, -0.69, -0.67, -0.33, 0.60, 0.12, -0.20, -0.72, -0.74, -0.17, 0.19, -0.22, 0.39, -0.32, 0.43, 0.43, 0.57, 0.57, 0.44, 0.44, 0.60, 0.58, 0.44, 0.44, 0.60, 0.60, 0.44, 0.43, 0.60, 0.58, -1.24, 0.75, -0.79, -0.80, 0.77, -1.23, -0.28, 0.52, 0.20, 0.28, 0.56, 0.56, 0.52, 0.28, 0.19]}